# 1
Density functional theory data (ωB97M-V/def2-TZVPD) for a molecular structure, C13H21N2O in a non-equilibrium geometry.

Geometry (Å):
O (3.3151, -1.1308, 1.1396)
N (-0.4586, -0.0125, -1.4892)
N (0.6675, -0.8951, 1.1878)
C (0.6115, -0.2312, -0.5608)
C (-2.9539, 3.4163, -1.5877)
C (-1.1753, 1.1881, -1.6323)
C (-3.0343, 2.4804, -2.6053)
C (1.1877, -2.3223, 1.1997)
C (-1.9476, 3.2792, -0.6241)
C (-2.1528, 1.3746, -2.6580)
C (1.3960, -0.1383, 2.3077)
C (2.9041, -0.2273, 2.1700)
C (2.6948, -2.4053, 1.3184)
C (-0.7536, -0.9094, 1.5253)
C (-0.7027, -1.0906, -2.4356)
C (-1.0392, 2.2196, -0.6888)
H (-3.6523, 4.2418, -1.5080)
H (0.7609, -2.7700, 2.1130)
H (-3.7982, 2.6002, -3.3838)
H (0.0829, -1.8595, -2.3665)
H (1.1053, -0.6597, 3.2318)
H (-0.8216, -1.2281, 2.5736)
H (3.3241, 0.7566, 1.9041)
H (1.0474, 0.8890, 2.3584)
H (-1.6698, -1.5855, -2.2331)
H (-1.2974, -1.6220, 0.8790)
H (-0.7665, -0.7328, -3.4756)
H (-1.8586, 4.0101, 0.1708)
H (1.3337, -0.9654, -0.9498)
H (-0.2374, 2.1537, 0.0450)
H (-2.2642, 0.6640, -3.4686)
H (-1.1394, 0.1248, 1.4047)
H (0.8225, -2.8195, 0.3058)
H (2.9347, -2.8184, 2.3116)
H (3.1158, -3.0329, 0.5277)
H (3.2945, -0.5880, 3.1474)
H (1.1252, 0.6462, -0.1542)

## Properties
Kohn-Sham gap   0.3155 Ha
Spin multiplicity   1
Highest occupied orbital energy   -11.6 eV
Total charge   +1
Relative energy (zero: lowest compared OMol25 entry of this formula, charge and spin)   1.473 eV
LUMO energy   -3.015 eV
DFT total energy   -18840.821 eV
Maximum force   3.70 eV/Å

# 2
Density functional theory data (ωB97M-V/def2-TZVPD) for a single C13H21N2O3P molecule in a non-equilibrium geometry.

Geometry (Å):
P (-1.5507, -0.8616, 0.7722)
O (-0.6330, -1.7976, 1.4399)
O (-2.8224, -0.5147, 1.6926)
O (-2.2249, -1.5025, -0.5421)
N (3.2569, 2.2363, -3.4586)
N (0.7878, -1.0420, -2.5768)
C (-2.3343, -3.1052, -2.3401)
C (0.7888, 0.6548, 0.5040)
C (3.5728, 0.6148, 1.0123)
C (4.2593, -0.2257, 1.7850)
C (1.6602, 2.0005, -1.4123)
C (-1.6349, -2.7310, -1.0217)
C (-2.7857, 0.6971, 2.4643)
C (-3.6489, 1.7753, 1.7911)
C (1.6873, 0.6039, -0.7489)
C (2.4834, 2.0830, -2.6248)
C (1.1980, -0.3894, -1.7256)
C (-0.7310, 0.6596, 0.1930)
C (3.1458, 0.1978, -0.3831)
H (-2.6542, -4.1457, -2.3158)
H (3.3688, 1.6098, 1.3967)
H (-1.7709, 1.0278, 2.6900)
H (-1.1459, 1.5583, 0.6499)
H (-4.6777, 1.6451, 2.1249)
H (-1.6906, -2.9133, -3.1953)
H (4.7643, -1.0644, 1.3154)
H (3.2029, -0.8882, -0.4222)
H (-1.7986, -3.5334, -0.3053)
H (1.0310, -0.1484, 1.1985)
H (0.6317, 2.2681, -1.6668)
H (-3.3052, 2.7896, 1.9794)
H (3.8564, 0.5833, -1.1202)
H (4.3284, -0.1128, 2.8589)
H (-3.6725, 1.5646, 0.7203)
H (1.9924, 2.7484, -0.6916)
H (-0.5657, -2.6319, -1.1807)
H (-0.9319, 0.7682, -0.8745)
H (1.0396, 1.5827, 1.0196)
H (-3.2367, 0.4431, 3.4234)
H (-3.2401, -2.5041, -2.4249)

## Properties
Kohn-Sham gap   0.3790 Ha
Spin multiplicity   1
Highest occupied orbital energy   -10.0 eV
Total charge   0
Relative energy (zero: lowest compared OMol25 entry of this formula, charge and spin)   1.264 eV
LUMO energy   0.309 eV
DFT total energy   -32233.549 eV
Maximum force   1.32 eV/Å

# 3
Density functional theory data (ωB97M-V/def2-TZVPD) for a gas-phase ion, C13H21N2OS (charge +1) in a non-equilibrium geometry.

Geometry (Å):
S (2.7452, 1.8047, -0.8453)
O (-2.6800, -1.2403, -2.9548)
N (-2.4817, 0.6012, -1.5928)
N (0.4319, 2.0372, 0.3337)
C (-0.3778, -3.0874, 1.3790)
C (1.3258, 2.8321, -0.2544)
C (0.5591, 0.5628, -2.3618)
C (-1.0671, 2.4984, 2.3576)
C (-0.3493, -0.7484, -2.6065)
C (-0.1564, -0.5059, 0.8994)
C (0.8374, 0.6033, 0.3594)
C (-0.7939, 2.7356, 0.8227)
C (1.9733, -2.1445, 0.9683)
C (1.5251, 0.3947, -1.0835)
C (-1.5768, 2.1419, 3.4150)
C (0.5480, -1.7696, 1.5696)
C (-1.9006, -0.4745, -2.4015)
H (-1.2440, -2.9065, 0.6660)
H (2.7062, -1.2734, 0.9177)
H (-1.6696, 2.4399, 0.1741)
H (-0.6266, 3.8476, 0.6313)
H (-0.7327, -3.4921, 2.3740)
H (2.5066, -2.9444, 1.5843)
H (1.2542, 3.9510, -0.3947)
H (0.6895, -1.6659, 2.6962)
H (-0.1237, -1.2503, -3.6041)
H (1.7225, 0.5969, 1.0885)
H (-2.2385, 1.8952, 4.2944)
H (1.2133, 0.6652, -3.2837)
H (2.1896, -0.5197, -1.2048)
H (1.8178, -2.6270, -0.0574)
H (-0.8144, -0.9162, 0.0617)
H (-2.1258, 1.5272, -1.8462)
H (0.0008, -1.5020, -1.8197)
H (-2.4038, 0.4200, -0.5867)
H (-0.0433, 1.5135, -2.2487)
H (-0.8953, -0.1033, 1.6733)
H (0.2552, -3.8971, 0.8804)

## Properties
Kohn-Sham gap   0.3034 Ha
Spin multiplicity   1
Highest occupied orbital energy   -13.0 eV
Total charge   +1
Relative energy (zero: lowest compared OMol25 entry of this formula, charge and spin)   5.949 eV
LUMO energy   -4.771 eV
DFT total energy   -29672.909 eV
Maximum force   3.21 eV/Å

# 4
Density functional theory data (ωB97M-V/def2-TZVPD) for 2 unconnected molecules or ions with the total composition C13H21N3 in a non-equilibrium geometry.

Geometry (Å):
N (-0.2178, 0.3353, -1.5870)
N (-0.9673, 0.4545, 0.5065)
N (2.3610, 1.4677, 1.2086)
C (2.5742, 1.4238, 2.5078)
C (-0.3237, 1.7401, -1.2661)
C (-0.8273, 1.8554, 0.1969)
C (1.9547, -0.9478, 1.1264)
C (-2.6427, 1.3778, -4.6527)
C (2.0832, -0.9247, 2.5667)
C (1.6486, -2.1576, 0.3951)
C (2.3891, 0.2307, 3.2518)
C (-0.5790, -0.3560, -0.5941)
C (-1.6896, 0.0341, 1.6819)
C (-0.7334, -1.8827, -0.6149)
C (0.1861, -2.6413, 0.4079)
C (2.1669, 0.2689, 0.5112)
H (-1.7924, 2.3993, 0.2709)
H (-3.6737, 1.1843, -4.7932)
H (0.6856, 2.1095, -1.4200)
H (-2.4987, 2.3892, -4.2577)
H (2.2053, -2.9952, 0.7298)
H (-1.1793, 0.4278, 2.5743)
H (-0.5030, -2.1118, -1.6475)
H (-2.2825, 0.5848, -3.9649)
H (1.9446, -1.9995, -0.6589)
H (2.7985, 2.3712, 3.0931)
H (-0.9846, 2.2565, -1.9758)
H (-0.3254, -2.8236, 1.3774)
H (-1.8094, -2.1573, -0.4061)
H (1.7392, -1.8297, 3.0724)
H (0.2146, -3.6006, -0.0936)
H (-1.6786, -1.0055, 1.7340)
H (-2.0954, 1.1369, -5.5723)
H (2.5661, 0.2015, 4.2545)
H (-2.7321, 0.5132, 1.7127)
H (2.1150, 0.3447, -0.5808)
H (-0.0968, 2.3261, 0.9055)

## Properties
Kohn-Sham gap   0.3164 Ha
Spin multiplicity   1
Highest occupied orbital energy   -7.8 eV
Total charge   0
Relative energy (zero: lowest compared OMol25 entry of this formula, charge and spin)   0.817 eV
LUMO energy   0.789 eV
DFT total energy   -18290.739 eV
Maximum force   3.59 eV/Å

# 5
Density functional theory data (ωB97M-V/def2-TZVPD) for a single C13H21N5S molecule.

Geometry (Å):
S (-5.0546, -2.2991, 1.2995)
N (-0.1598, -1.0758, 0.4917)
N (-4.5199, -2.1370, -1.2655)
N (-2.6842, -2.2744, 0.1388)
N (0.6533, 0.9289, 1.2379)
N (1.4721, -0.0470, -0.7703)
C (-1.7803, -2.1230, -0.9891)
C (0.6766, -0.0346, 0.3083)
C (2.2946, 0.9734, -0.9103)
C (-1.1362, -1.0334, 1.5634)
C (2.3626, 2.0313, -0.0091)
C (4.6763, 2.8215, 0.4894)
C (-4.0332, -2.2351, -0.0071)
C (-5.9245, -2.1947, -1.5815)
C (-2.0748, -2.2274, 1.4510)
C (-0.3294, -2.0970, -0.5068)
C (1.4888, 1.9343, 1.0698)
C (3.3319, 3.1607, -0.1652)
C (5.6751, 3.9618, 0.3424)
H (-0.6223, -1.0446, 2.5293)
H (-2.8781, -2.1401, 2.1857)
H (3.4920, 3.3644, -1.2268)
H (-6.1507, -1.4712, -2.3647)
H (-1.9903, -1.1817, -1.5162)
H (1.4501, 2.7035, 1.8323)
H (5.0800, 1.9170, 0.0282)
H (5.2951, 4.8654, 0.8144)
H (-1.5348, -3.1608, 1.6417)
H (2.9241, 0.9448, -1.7924)
H (-1.9031, -2.9590, -1.6909)
H (4.5139, 2.6088, 1.5486)
H (2.9240, 4.0613, 0.2997)
H (-6.4881, -1.9483, -0.6834)
H (0.3385, -1.8615, -1.3367)
H (6.6218, 3.7023, 0.8102)
H (-3.8911, -2.2440, -2.0444)
H (-6.2183, -3.1932, -1.9176)
H (-0.0512, -3.0749, -0.0983)
H (-1.7045, -0.0981, 1.5023)
H (5.8585, 4.1761, -0.7084)

## Properties
Kohn-Sham gap   0.3135 Ha
Spin multiplicity   1
Highest occupied orbital energy   -7.9 eV
Total charge   0
Relative energy (zero: lowest compared OMol25 entry of this formula, charge and spin)   0.032 eV
LUMO energy   0.620 eV
DFT total energy   -32108.243 eV
Maximum force   0.89 eV/Å

# 6
Density functional theory data (ωB97M-V/def2-TZVPD) for a single C13H21NO2 molecule in a non-equilibrium geometry.

Geometry (Å):
O (2.6018, -0.2863, -1.0757)
O (1.7036, -0.8546, 1.6564)
N (-0.6537, -0.9024, 0.3377)
C (-0.7033, 2.3891, -1.1115)
C (-0.1489, 2.8269, 1.2330)
C (2.7456, 0.9043, -0.3260)
C (2.8650, -1.4404, -0.2988)
C (0.5550, 1.7418, -1.2446)
C (-2.5739, -1.0203, -1.3307)
C (-3.0250, -0.7742, 1.0699)
C (-2.0007, -1.3567, 0.0892)
C (1.0566, 2.1776, 1.0682)
C (0.3639, -1.9059, -0.1488)
C (1.7022, -1.7769, 0.5770)
C (1.4213, 1.6205, -0.1681)
C (-0.9954, 2.9519, 0.1090)
H (-2.8876, -0.0151, -1.3661)
H (-1.4504, 2.3604, -1.9335)
H (0.8845, 1.2209, -2.1308)
H (2.9267, -2.2268, -0.9910)
H (0.5451, -1.8256, -1.2322)
H (-3.3059, -1.7638, -1.6855)
H (-3.9583, -1.2886, 1.0314)
H (0.8703, -0.3819, 1.6067)
H (-1.9616, 3.4035, 0.2468)
H (3.1248, 0.6059, 0.7049)
H (-2.0422, -2.4675, 0.1926)
H (-2.6411, -0.7992, 2.1094)
H (-0.6409, 0.0393, -0.2416)
H (-1.8326, -1.1786, -2.0964)
H (1.9589, -2.7636, 1.0711)
H (-0.4364, 3.1925, 2.1853)
H (3.8626, -1.3833, 0.1352)
H (3.4991, 1.5091, -0.8515)
H (-3.1740, 0.2753, 0.8902)
H (1.7545, 2.0915, 1.8774)
H (-0.0098, -2.8991, 0.0414)

## Properties
Kohn-Sham gap   0.3643 Ha
Spin multiplicity   1
Highest occupied orbital energy   -9.0 eV
Total charge   0
Relative energy (zero: lowest compared OMol25 entry of this formula, charge and spin)   1.997 eV
LUMO energy   0.939 eV
DFT total energy   -19405.335 eV
Maximum force   2.98 eV/Å